(1)
# C21H14CoN9O11S

C21H14CoN9O11S as an isolated structure (the ωB97M-V functional and the def2-TZVPD basis, the OMol25 dataset).

Each line ends with the natural charge from an NBO analysis.
CARTESIAN COORDINATES (ANGSTROEM)
Co (0.24, 0.42, -0.23)  1.138
N (1.29, 0.78, 4.42)  -0.841
C (0.67, 1.03, 3.17)  -0.050
S (1.61, 0.29, 1.80)  0.265
N (-1.06, 1.97, 2.03)  -0.389
N (-0.92, 1.73, 0.72)  -0.257
C (-1.28, 2.70, -0.05)  -0.002
C (-1.01, 2.59, -1.48)  0.167
C (-1.46, 3.52, -2.41)  -0.229
C (-1.16, 3.32, -3.74)  -0.147
C (-0.42, 2.21, -4.11)  -0.263
C (0.01, 1.34, -3.12)  0.094
N (-0.28, 1.52, -1.84)  -0.483
H (1.02, -0.11, 4.82)  0.371
H (1.03, 1.53, 5.06)  0.392
H (-1.75, 3.58, 0.37)  0.207
H (-2.04, 4.38, -2.08)  0.223
H (-1.50, 4.02, -4.49)  0.218
H (-0.16, 2.02, -5.14)  0.226
H (0.60, 0.47, -3.36)  0.216
N (2.63, 2.07, -0.01)  -0.675
C (1.98, 1.89, 1.05)  0.403
H (3.00, 1.19, -0.38)  0.389
O (-0.07, -4.80, -5.32)  -0.393
N (1.05, -4.43, -5.02)  0.537
O (2.06, -4.82, -5.58)  -0.403
C (1.19, -3.44, -3.95)  -0.040
C (0.05, -3.00, -3.29)  -0.184
C (0.16, -2.07, -2.27)  -0.040
C (1.45, -1.51, -1.92)  0.466
O (1.59, -0.56, -1.07)  -0.735
C (2.56, -2.02, -2.64)  -0.110
C (2.45, -2.98, -3.64)  -0.163
N (3.91, -1.52, -2.38)  0.534
O (4.11, -0.80, -1.42)  -0.386
O (4.80, -1.87, -3.15)  -0.417
N (-1.02, -1.67, -1.64)  0.347
O (-1.00, -1.10, -0.44)  -0.685
O (-2.13, -2.01, -2.12)  -0.480
H (-0.93, -3.38, -3.54)  0.277
H (3.32, -3.33, -4.16)  0.273
O (0.43, 3.39, 3.69)  -0.651
C (0.60, 2.55, 2.83)  0.766
O (1.43, 2.91, 1.72)  -0.506
C (-0.88, 0.81, 2.95)  -0.080
C (-1.26, -0.56, 2.49)  -0.067
C (-1.90, -1.44, 3.29)  -0.254
C (-2.34, -1.04, 4.57)  0.081
C (-2.24, 0.30, 5.00)  -0.258
C (-1.59, 1.19, 4.21)  -0.079
N (-2.99, -2.00, 5.43)  0.497
O (-3.11, -3.15, 5.02)  -0.400
O (-3.44, -1.61, 6.50)  -0.413
H (-1.00, -0.89, 1.49)  0.248
H (-2.10, -2.45, 2.95)  0.254
H (-2.70, 0.60, 5.93)  0.247
H (-1.52, 2.23, 4.49)  0.243

Calculated values
LUMO (spin up / spin down)   1.4 / 0.2 eV
DFT total energy   -3909.73022 hartree
Multiplicity   4
Charge   -1
Energy above the lowest of the compared OMol25 structures with the same formula, charge and spin   29.7 kcal/mol


(2)
# C21H14F9N2OPdS

C21H14F9N2OPdS as an isolated structure (the ωB97M-V functional and the def2-TZVPD basis, the OMol25 dataset).

Each line ends with the natural charge from an NBO analysis.
CARTESIAN COORDINATES (ANGSTROEM)
Pd (-0.30, -0.21, -0.25)  0.644
N (1.36, -0.20, 1.13)  -0.822
C (2.59, 0.21, 0.55)  0.235
C (3.73, -0.57, 0.70)  -0.256
C (4.91, -0.22, 0.07)  -0.214
C (4.95, 0.92, -0.71)  -0.237
C (3.82, 1.70, -0.84)  -0.184
C (2.61, 1.38, -0.22)  -0.102
C (1.42, 2.26, -0.40)  -0.051
C (1.67, 3.63, -0.46)  -0.240
C (0.67, 4.54, -0.73)  -0.251
C (-0.62, 4.07, -0.95)  -0.210
C (-0.88, 2.71, -0.86)  -0.254
C (0.10, 1.77, -0.55)  -0.159
H (1.39, -1.11, 1.58)  0.416
H (0.95, 0.51, 1.74)  0.410
H (3.68, -1.47, 1.31)  0.212
H (5.79, -0.85, 0.19)  0.206
H (5.86, 1.20, -1.23)  0.204
H (3.85, 2.57, -1.49)  0.211
H (2.68, 3.99, -0.28)  0.198
H (0.89, 5.60, -0.78)  0.197
H (-1.42, 4.76, -1.19)  0.197
H (-1.89, 2.38, -1.02)  0.225
S (-2.42, -0.12, -1.14)  -0.170
C (-3.28, 0.66, 0.17)  0.066
C (-4.66, 0.93, -0.01)  -0.275
C (-5.37, 1.53, 0.99)  -0.179
C (-4.72, 1.88, 2.17)  -0.323
C (-3.37, 1.59, 2.26)  0.046
N (-2.66, 0.99, 1.30)  -0.486
H (-5.12, 0.65, -0.95)  0.215
H (-6.43, 1.74, 0.86)  0.200
H (-5.23, 2.37, 2.99)  0.203
H (-2.82, 1.84, 3.17)  0.176
F (0.06, -4.69, 1.67)  -0.332
C (-0.74, -4.56, 0.59)  0.956
F (-1.97, -4.34, 1.04)  -0.306
F (-0.75, -5.77, -0.03)  -0.334
C (-0.24, -3.39, -0.32)  0.043
O (-0.57, -2.25, 0.28)  -0.829
C (-0.90, -3.55, -1.73)  0.952
F (-0.75, -2.45, -2.47)  -0.308
F (-0.37, -4.58, -2.44)  -0.339
F (-2.22, -3.80, -1.62)  -0.317
C (1.31, -3.54, -0.50)  0.949
F (1.76, -2.77, -1.50)  -0.319
F (1.95, -3.14, 0.62)  -0.337
F (1.72, -4.80, -0.75)  -0.329

Calculated values
LUMO   2.9 eV
DFT total energy   -2418.42451 hartree
Charge   -1
Energy above the lowest of the compared OMol25 structures with the same formula, charge and spin   0.6 kcal/mol


(3)
# C21H14N14O6S2Sn

C21H14N14O6S2Sn as an isolated structure in a non-equilibrium geometry (the ωB97M-V functional and the def2-TZVPD basis, the OMol25 dataset).

Each line ends with the natural charge from an NBO analysis.
CARTESIAN COORDINATES (ANGSTROEM)
Sn (-0.47, 0.93, -1.25)  1.846
N (2.10, 3.70, -1.90)  -0.572
C (2.56, 2.43, -1.92)  0.458
N (3.83, 2.09, -2.10)  -0.336
N (3.85, 0.76, -2.04)  -0.056
N (2.67, 0.29, -1.84)  -0.144
N (1.81, 1.32, -1.75)  -0.520
C (0.80, 4.05, -1.86)  0.461
N (0.36, 5.30, -1.97)  -0.335
N (-0.96, 5.21, -1.92)  -0.043
N (-1.35, 3.99, -1.77)  -0.164
N (-0.25, 3.21, -1.75)  -0.537
H (2.78, 4.45, -1.90)  0.445
S (-5.23, 1.69, -1.94)  0.481
C (-3.54, 1.93, -2.03)  -0.103
N (-2.83, 0.86, -2.24)  -0.535
C (-3.62, -0.27, -2.37)  0.162
C (-3.18, -1.57, -2.64)  -0.218
C (-4.11, -2.58, -2.72)  -0.192
C (-5.47, -2.31, -2.55)  -0.191
C (-5.93, -1.03, -2.30)  -0.201
C (-4.99, -0.01, -2.22)  -0.245
H (-3.09, 2.91, -1.93)  0.294
H (-2.12, -1.77, -2.75)  0.261
H (-3.79, -3.59, -2.92)  0.232
H (-6.19, -3.12, -2.61)  0.225
H (-6.98, -0.83, -2.16)  0.228
C (-1.07, -1.47, 4.88)  -0.650
C (-0.84, -0.15, 4.23)  0.255
C (0.02, 0.81, 4.76)  -0.257
C (0.15, 1.99, 4.05)  0.094
N (-0.51, 2.22, 2.93)  -0.412
C (-1.30, 1.25, 2.47)  0.164
S (-2.17, 1.52, 1.00)  0.094
N (-1.48, 0.08, 3.09)  -0.443
H (-0.91, -1.41, 5.95)  0.222
H (-0.38, -2.21, 4.46)  0.239
H (-2.08, -1.82, 4.67)  0.242
H (0.57, 0.64, 5.68)  0.233
H (0.80, 2.79, 4.38)  0.213
O (0.44, -3.53, -1.78)  -0.578
C (0.55, -2.42, -1.29)  0.790
O (-0.26, -1.43, -1.41)  -0.819
C (1.79, -2.15, -0.42)  -0.141
C (1.76, -1.13, 0.51)  -0.092
C (2.91, -0.79, 1.20)  0.068
C (4.09, -1.48, 1.02)  -0.166
C (4.08, -2.54, 0.13)  0.017
C (2.96, -2.87, -0.61)  -0.108
N (5.32, -3.31, -0.07)  0.532
O (6.26, -3.03, 0.64)  -0.367
O (5.30, -4.18, -0.91)  -0.358
N (2.86, 0.38, 2.07)  0.519
O (1.92, 1.15, 1.91)  -0.404
O (3.73, 0.52, 2.90)  -0.352
H (0.85, -0.58, 0.69)  0.207
H (4.99, -1.20, 1.54)  0.279
H (2.99, -3.67, -1.34)  0.274

Calculated values
LUMO (spin up / spin down)   -4.4 / -4.4 eV
DFT total energy   -3037.09621 hartree
Energy above the lowest of the compared OMol25 structures with the same formula, charge and spin   87.9 kcal/mol


(4)
# C21H15AuBiCl2O3P

C21H15AuBiCl2O3P as an isolated structure in a non-equilibrium geometry (the ωB97M-V functional and the def2-TZVPD basis, the OMol25 dataset).

Each line ends with the natural charge from an NBO analysis.
CARTESIAN COORDINATES (ANGSTROEM)
Bi (3.31, -3.22, -1.82)  1.450
Au (1.30, -1.47, -1.14)  0.685
Cl (3.74, -0.44, -1.62)  -0.417
Cl (2.03, -5.33, -1.32)  -0.422
C (-0.25, -2.57, -1.58)  0.461
C (4.14, -2.05, -4.18)  0.474
C (3.08, -4.80, -4.02)  0.475
O (-1.23, -3.15, -1.63)  -0.273
O (4.56, -1.31, -4.93)  -0.324
O (2.85, -5.76, -4.58)  -0.306
C (-2.70, -1.92, 3.23)  0.070
C (-3.21, -1.55, 1.99)  -0.028
C (-2.38, -0.93, 1.05)  -0.284
C (-1.05, -0.61, 1.37)  -0.078
C (-0.54, -1.03, 2.61)  -0.153
C (-1.36, -1.68, 3.54)  -0.192
P (0.08, 0.09, 0.13)  0.777
C (-0.93, 1.06, -1.03)  -0.463
C (-0.58, 1.08, -2.40)  -0.179
C (-1.42, 1.67, -3.33)  -0.179
C (-2.61, 2.28, -2.92)  -0.103
C (-2.93, 2.33, -1.56)  -0.185
C (-2.10, 1.71, -0.62)  -0.164
C (1.02, 1.33, 1.06)  -0.219
C (0.64, 2.69, 1.12)  0.017
C (1.23, 3.53, 2.08)  -0.170
C (2.21, 3.03, 2.94)  -0.089
C (2.69, 1.72, 2.78)  0.065
C (2.12, 0.89, 1.82)  -0.226
H (-3.34, -2.42, 3.97)  0.287
H (-4.25, -1.73, 1.75)  0.285
H (-2.77, -0.67, 0.07)  0.271
H (0.50, -0.82, 2.85)  0.238
H (-0.95, -1.98, 4.51)  0.288
H (0.34, 0.58, -2.72)  0.202
H (-1.15, 1.66, -4.39)  0.268
H (-3.29, 2.70, -3.67)  0.277
H (-3.82, 2.85, -1.23)  0.271
H (-2.38, 1.72, 0.44)  0.215
H (-0.12, 3.08, 0.44)  0.271
H (0.90, 4.57, 2.16)  0.294
H (2.62, 3.66, 3.73)  0.295
H (3.49, 1.35, 3.41)  0.276
H (2.50, -0.12, 1.65)  0.242

Calculated values
LUMO (spin up / spin down)   -14.9 / -16.4 eV
DFT total energy   -2645.25511 hartree
Multiplicity   3
Charge   +4
Energy above the lowest of the compared OMol25 structures with the same formula, charge and spin   0.0 kcal/mol